(1)
# C49H51ClN2O10P2Ta

C49H51ClN2O10P2Ta as an isolated structure at a distorted geometry (ωB97M-V with the def2-TZVPD basis set, the OMol25 dataset).

```
116
C49H51ClN2O10P2Ta, DFT ωB97M-V with the def2-TZVPD basis set
Ta 0.24 -0.36 -0.12
C -0.45 0.54 3.20
C -0.85 1.89 2.66
O -0.93 1.79 1.23
C -0.74 3.04 0.58
C 0.74 3.40 0.50
O 1.46 2.19 0.35
C 2.86 2.44 0.32
C 3.57 1.10 0.16
O 2.83 0.03 0.73
C 3.01 -0.15 2.13
C 1.95 0.54 2.95
O 0.68 0.03 2.52
H -1.25 -0.18 3.02
H -0.25 0.59 4.28
H -0.13 2.66 2.95
H -1.83 2.16 3.06
H -1.29 3.83 1.09
H -1.15 2.92 -0.43
H 1.06 3.91 1.41
H 0.91 4.06 -0.35
H 3.17 2.95 1.23
H 3.11 3.07 -0.54
H 4.56 1.14 0.61
H 3.71 0.88 -0.89
H 4.00 0.20 2.43
H 2.93 -1.22 2.32
H 1.98 1.63 2.83
H 2.11 0.29 4.00
C -2.85 -1.10 -2.15
C -3.41 0.05 -1.33
P -2.89 -0.12 0.43
C -4.01 -1.49 0.85
C -5.38 -1.21 0.91
C -6.28 -2.25 1.04
C -5.83 -3.57 1.09
C -4.48 -3.84 1.03
C -3.56 -2.80 0.92
C -3.61 1.32 1.25
C -3.98 1.17 2.59
C -4.59 2.21 3.26
C -4.82 3.42 2.61
C -4.44 3.58 1.28
C -3.82 2.54 0.60
P -1.12 -0.82 -2.67
C -1.26 0.76 -3.57
C -1.16 1.94 -2.84
C -1.32 3.17 -3.46
C -1.58 3.21 -4.83
C -1.68 2.04 -5.55
C -1.51 0.81 -4.93
C -0.72 -2.24 -3.72
C 0.44 -2.98 -3.55
C 0.83 -3.90 -4.51
C 0.04 -4.12 -5.62
C -1.17 -3.45 -5.75
C -1.55 -2.50 -4.81
H -3.44 -1.21 -3.07
H -2.91 -2.05 -1.61
H -4.50 0.01 -1.33
H -3.11 1.01 -1.75
H -5.75 -0.19 0.86
H -7.34 -2.03 1.09
H -6.55 -4.38 1.19
H -4.13 -4.86 1.06
H -2.51 -3.02 0.88
H -3.82 0.22 3.09
H -4.90 2.08 4.29
H -5.30 4.23 3.14
H -4.64 4.51 0.78
H -3.54 2.68 -0.43
H -0.91 1.90 -1.78
H -1.23 4.08 -2.90
H -1.69 4.17 -5.32
H -1.88 2.07 -6.61
H -1.57 -0.10 -5.52
H 1.06 -2.85 -2.67
H 1.77 -4.43 -4.39
H 0.36 -4.81 -6.39
H -1.81 -3.64 -6.60
H -2.49 -1.98 -4.94
O 3.38 0.45 -2.94
Cl 2.11 -0.03 -2.62
O 1.33 -0.35 -3.74
O 1.35 0.97 -1.82
O 2.17 -1.17 -1.71
O 1.84 -2.58 3.04
C 1.24 -3.13 2.16
N 1.07 -4.45 1.94
C 0.15 -4.76 0.85
C -0.09 -3.33 0.34
O -0.74 -2.91 -0.63
N 0.53 -2.46 1.11
C 0.79 -5.59 -0.26
C 1.90 -6.38 0.02
C 2.39 -7.25 -0.95
C 1.80 -7.31 -2.20
C 0.72 -6.49 -2.49
C 0.21 -5.64 -1.53
C -1.11 -5.42 1.44
C -1.66 -4.89 2.60
C -2.72 -5.52 3.23
C -3.25 -6.69 2.70
C -2.71 -7.22 1.54
C -1.64 -6.59 0.90
H 1.36 -5.14 2.62
H 2.38 -6.35 0.99
H 3.23 -7.89 -0.71
H 2.19 -7.99 -2.95
H 0.26 -6.53 -3.47
H -0.63 -5.00 -1.76
H -1.24 -3.99 3.04
H -3.13 -5.11 4.14
H -4.07 -7.19 3.20
H -3.10 -8.14 1.13
H -1.22 -7.03 0.01
```

Summary:
Net charge: +3
Highest occupied orbital energy, hartree: -0.5679
DFT total energy, Eh: -3958.35032
Frontier orbital gap, eV: 4.50

Atom charges from the Löwdin analysis, given in e for atoms 1 to 2:
1 Ta 2.10
2 C -0.15

***

(2)
# C49H53F15O48

A 16-piece molecular cluster, C49H53F15O48 overall at a distorted geometry (ωB97M-V with the def2-TZVPD basis set, the OMol25 dataset).

```
165
C49H53F15O48, DFT ωB97M-V with the def2-TZVPD basis set
C 4.18 2.62 0.27
C 5.05 1.81 1.23
O 5.48 0.71 0.46
C 4.62 0.52 -0.60
O 4.53 -0.39 -1.26
O 3.79 1.60 -0.65
F 4.33 1.41 2.27
H 4.87 3.28 -0.29
H 3.40 3.13 0.81
H 5.88 2.38 1.67
C 1.95 -0.13 6.42
C 2.18 -1.00 5.21
O 2.03 -0.14 4.16
C 1.06 0.84 4.53
O 0.54 1.53 3.76
O 1.04 0.83 5.89
F 1.18 -1.93 5.18
H 2.88 0.34 6.81
H 1.42 -0.68 7.18
H 3.12 -1.52 5.09
C -2.22 4.15 -5.22
C -1.57 3.17 -6.15
O -2.02 1.90 -5.68
C -2.59 2.01 -4.44
O -2.95 1.11 -3.86
O -2.72 3.33 -4.15
F -0.21 3.28 -5.92
H -3.03 4.66 -5.76
H -1.51 4.89 -4.87
H -1.85 3.22 -7.19
C -2.92 0.12 4.01
C -3.61 0.07 2.71
O -4.89 -0.23 3.06
C -5.02 -0.62 4.37
O -6.00 -0.87 4.92
O -3.81 -0.42 4.94
F -3.12 -1.00 1.98
H -2.74 1.18 4.21
H -1.98 -0.46 4.09
H -3.58 1.01 2.17
C -0.78 -3.91 4.42
C 0.33 -4.98 4.10
O 1.12 -4.19 3.26
C 0.37 -3.24 2.60
O 0.73 -2.59 1.69
O -0.82 -3.15 3.23
F -0.23 -5.93 3.39
H -0.59 -3.20 5.21
H -1.72 -4.42 4.59
H 0.92 -5.36 4.93
C -5.24 -0.52 -2.54
C -5.01 0.46 -1.44
O -3.80 0.00 -0.89
C -3.36 -1.13 -1.46
O -2.36 -1.65 -1.17
O -4.22 -1.48 -2.47
F -6.05 0.52 -0.56
H -5.16 0.10 -3.40
H -6.19 -1.01 -2.41
H -4.88 1.49 -1.77
C -1.80 5.40 2.79
C -2.76 4.15 2.75
O -3.44 4.25 3.94
C -2.56 4.83 4.87
O -2.59 4.73 6.04
O -1.57 5.45 4.19
F -1.89 3.09 2.92
H -2.35 6.31 2.56
H -0.91 5.16 2.19
H -3.21 3.95 1.79
C 2.09 3.15 -2.77
C 2.38 1.91 -3.49
O 3.63 2.26 -4.06
C 3.49 3.48 -4.48
O 4.08 4.02 -5.35
O 2.60 4.11 -3.67
F 1.47 1.87 -4.48
H 2.71 3.20 -1.87
H 1.03 3.41 -2.52
H 2.47 0.98 -2.93
C -2.05 -2.34 -4.62
C -0.91 -1.47 -5.13
O -0.56 -2.19 -6.27
C -0.79 -3.61 -5.99
O -0.34 -4.46 -6.60
O -1.61 -3.66 -4.89
F 0.07 -1.50 -4.27
H -3.03 -2.08 -5.09
H -2.20 -2.42 -3.52
H -1.16 -0.46 -5.53
C 3.38 -4.54 -5.14
C 3.07 -3.72 -3.88
O 4.00 -4.27 -2.98
C 4.03 -5.62 -3.26
O 4.43 -6.43 -2.55
O 3.65 -5.79 -4.57
F 1.79 -3.91 -3.48
H 4.30 -4.22 -5.57
H 2.56 -4.58 -5.89
H 3.21 -2.64 -3.98
C 1.52 -6.27 -0.52
C 0.33 -5.67 -1.26
O -0.72 -6.01 -0.38
C -0.39 -7.06 0.44
O -1.15 -7.63 1.14
O 0.95 -7.28 0.32
F 0.16 -6.24 -2.47
H 2.09 -5.57 0.05
H 2.21 -6.76 -1.18
H 0.27 -4.57 -1.40
C -3.73 -4.62 -0.69
C -3.45 -5.02 0.76
O -3.73 -6.32 0.88
C -4.53 -6.74 -0.18
O -5.14 -7.71 -0.27
O -4.55 -5.70 -1.10
F -4.20 -4.31 1.67
H -2.83 -4.56 -1.28
H -4.37 -3.77 -0.78
H -2.41 -4.84 1.03
C -0.51 0.07 0.74
C 0.74 0.22 -0.02
O 0.77 1.64 -0.39
C -0.45 2.13 -0.21
O -0.88 3.19 -0.61
O -1.29 1.21 0.26
F 0.80 -0.43 -1.18
H -0.26 0.24 1.79
H -1.07 -0.84 0.57
H 1.57 -0.03 0.64
C 4.47 -2.73 1.20
C 4.95 -2.89 2.62
O 4.86 -4.30 2.79
C 4.06 -4.85 1.86
O 3.66 -5.95 1.87
O 3.78 -3.95 0.91
F 4.00 -2.37 3.42
H 5.25 -2.55 0.47
H 3.77 -1.89 1.14
H 5.93 -2.50 2.90
C -4.56 4.71 -1.81
C -5.35 5.99 -1.55
O -5.78 5.85 -0.20
C -5.43 4.62 0.27
O -5.66 4.16 1.31
O -4.88 3.86 -0.78
F -6.47 5.99 -2.32
H -3.48 4.94 -1.70
H -4.67 4.31 -2.85
H -4.66 6.77 -1.91
C 3.69 6.41 -0.63
C 3.77 6.78 0.82
O 3.63 5.50 1.52
C 4.14 5.37 2.74
O 5.02 6.06 3.24
O 3.47 4.36 3.36
C 3.72 4.19 4.70
H 2.79 5.80 -0.78
H 4.54 5.76 -0.83
H 3.67 7.23 -1.31
H 2.92 7.45 1.09
H 4.69 7.25 1.13
H 3.59 3.13 4.93
H 3.09 4.89 5.24
H 4.76 4.50 4.91
```

Summary:
Net charge: 0
Highest occupied orbital energy, hartree: -0.4001
DFT total energy, Eh: -7008.67096
Frontier orbital gap, eV: 10.55

Atom charges from the Löwdin analysis, given in e for atoms 1 to 2:
1 C -0.05
2 C -0.33